Record 1
Density functional theory data (wB97M-V/def2-TZVPD) for a cluster of 2 separate species, C5H8N2 in total.

Geometry as XYZ:
```
15
Properties=species:S:1:pos:R:3:lowdin_charge:R:1
C -2.22701 -0.30499 -0.01373 0.05
C -1.05605 -0.21699 -0.72222 -0.36
C -0.55122 1.10084 -0.89757 -0.12
N 0.66048 1.08506 -0.38119 0.06
C 1.06108 -0.23839 -0.08059 -0.45
N 2.37769 -0.41209 0.36019 0.09
C 0.08308 -1.07942 -0.49280 -0.04
H -2.95443 0.50187 -0.03021 0.05
H -2.52692 -1.22883 0.47031 0.05
H -0.15103 0.50233 1.67524 0.10
H -1.10640 2.01993 -1.03056 0.13
H 1.28177 1.87228 -0.26546 0.16
H 2.45398 -0.07260 1.31551 0.08
H 2.62432 -1.39512 0.35241 0.09
H 0.03067 -2.13390 -0.25934 0.11
```

The calculation puts the lowest unoccupied orbital energy (spin up / spin down) at -0.12 / 0.44 eV. As for the charge: 0. The HOMO energy (spin up / spin down) comes out at -6.24 / -8.14 eV.



Record 2
Density functional theory data (wB97M-V/def2-TZVPD) for a structure of composition C21H31AsIIrN5O4S.

Geometry as XYZ:
```
65
Properties=species:S:1:pos:R:3:lowdin_charge:R:1
Ir 0.21454 1.32465 1.55239 1.13
C 2.07879 0.52890 -1.42312 -0.22
As 1.97883 0.12487 0.45386 1.11
C 2.01410 -1.80520 0.54094 -0.21
C 3.66287 0.64499 1.19882 -0.21
H 2.96191 0.00055 -1.78630 0.07
H 2.20295 1.59489 -1.58577 0.04
H 1.20216 0.16054 -1.95281 0.05
H 2.64851 -2.11237 -0.29231 0.07
H 1.04934 -2.28887 0.43278 0.03
H 2.48852 -2.11322 1.47113 0.05
H 4.43062 0.02986 0.72564 0.07
H 3.65737 0.45315 2.26601 0.02
H 3.85439 1.69460 0.98198 0.05
C 4.59558 3.11256 4.77482 -0.07
C 3.27698 3.42360 4.07899 -0.27
S 2.14873 2.04472 4.16319 0.79
O 1.31987 2.11399 2.90986 -0.56
O 2.83707 0.80049 4.36242 -0.25
C 1.20846 2.40596 5.67266 -0.15
C 0.37137 1.24812 6.28856 -0.05
N 0.05652 0.28186 5.22952 0.06
C -0.56586 0.72114 4.12911 -0.36
N -0.23676 -0.02708 3.08487 -0.04
C 0.49623 -1.09269 3.55695 0.00
C 0.68490 -0.89748 4.88190 -0.12
N 1.50430 -1.69259 5.76970 -0.32
O 2.07360 -2.62092 5.25026 0.16
O 1.50833 -1.38497 6.94205 0.14
C -1.46990 1.90272 4.04318 0.05
H 5.22860 3.99610 4.71025 0.11
H 5.10744 2.27695 4.30436 0.09
H 4.45619 2.88208 5.83078 0.10
H 3.38677 3.63541 3.01384 0.10
H 2.75311 4.26821 4.53344 0.12
H 0.61867 3.30221 5.47939 0.11
H 2.00807 2.68629 6.36337 0.13
H -0.55870 1.63477 6.70148 0.15
H 0.91287 0.74443 7.07986 0.13
H 0.86472 -1.89748 2.94884 0.12
H -2.30910 1.78268 4.73222 0.13
H -1.91532 1.93440 3.04357 0.08
H -0.99208 2.85724 4.24204 0.09
C 0.71220 5.00211 -1.57876 0.01
C 0.06587 3.83990 -1.97568 0.01
C -0.03474 2.79256 -1.08697 -0.15
N 0.46989 2.84853 0.16449 -0.13
C 1.10348 3.97996 0.54371 -0.09
C 1.23851 5.06538 -0.29967 0.00
H 0.80388 5.84045 -2.25685 0.14
H -0.35556 3.74143 -2.96634 0.14
H -0.51918 1.87198 -1.37170 0.11
H 1.49124 3.98941 1.54624 0.09
H 1.74881 5.95136 0.05138 0.13
I -5.10171 2.44090 -0.37628 1.06
C -3.56511 1.07071 -0.20638 -0.71
C -3.68977 -0.24136 -0.65983 -0.06
C -2.62256 -1.11008 -0.51050 0.01
C -1.45640 -0.66640 0.08245 -0.10
N -1.32195 0.60092 0.50195 -0.18
C -2.36199 1.45070 0.36124 -0.23
H -4.61092 -0.57736 -1.11838 0.13
H -2.69151 -2.13724 -0.84143 0.14
H -0.62499 -1.32843 0.24636 0.08
H -2.21112 2.46881 0.70125 0.10
```

The calculation puts the lowest unoccupied orbital energy at -10.14 eV. As for the charge: +3. The HOMO energy comes out at -16.84 eV.



Record 3
Density functional theory data (wB97M-V/def2-TZVPD) for a structure of composition C6H8O6Rh.

Geometry as XYZ:
```
21
Properties=species:S:1:pos:R:3:mulliken_spin:R:1
H 0.51732 -0.73030 -0.70548 0.00
O 4.24709 1.21430 0.30195 0.20
C 3.46429 0.29730 -0.01842 0.00
O 3.86358 -0.81876 -0.42146 0.18
O 2.13297 0.53214 0.17875 0.00
Rh 5.58333 -0.04562 -0.27485 2.62
C 1.31875 -0.53042 0.32842 0.00
C -0.06956 -0.27147 0.61351 0.00
C -0.87999 -1.30903 1.26995 0.00
C -2.39014 -1.15890 1.21132 0.00
O -2.77314 0.00393 1.93744 0.08
C -4.07614 0.24537 2.02135 -0.06
O -4.94881 -0.44889 1.56311 0.87
O -4.25290 1.34767 2.73262 0.11
H 1.78401 -1.43544 0.74749 0.00
H -0.37551 0.77880 0.70332 0.00
H -0.53561 -1.19383 2.32531 0.00
H -0.59418 -2.32112 0.95452 0.00
H -2.85132 -2.04542 1.66213 0.00
H -2.73053 -1.07363 0.17136 0.00
H -5.19639 1.48184 2.89187 0.00
```

The multiplicity is 5. The expectation value of S² is 6.01. The calculation puts the lowest unoccupied orbital energy (spin up / spin down) at -12.15 / -15.88 eV. As for the charge: +3. The HOMO energy (spin up / spin down) comes out at -21.00 / -22.24 eV.



Record 4
Density functional theory data (wB97M-V/def2-TZVPD) for the ion C7H18ClNP with charge +1.

Geometry as XYZ:
```
28
Properties=species:S:1:pos:R:3:lowdin_charge:R:1
C -0.04258 1.52166 -1.77744 -0.04
C 0.28346 2.57363 0.36780 -0.06
C -1.97284 -1.44532 0.80778 -0.01
C -0.16553 -2.53495 -0.63121 -0.01
C 0.71349 -0.14912 1.25154 -0.29
C -0.45162 1.40104 -0.26475 -0.25
C -0.95690 -1.18444 -0.33845 -0.30
N 0.11461 -0.07540 -0.08162 -0.12
P 2.78973 0.43085 1.38872 0.63
Cl 3.18968 -0.17838 -0.54385 0.20
H -0.58630 0.89951 -2.45957 0.08
H -0.39400 2.47810 -2.10346 0.08
H 0.98772 1.52991 -1.91640 0.06
H 1.34414 2.33284 0.43602 0.03
H 0.08457 2.69189 1.50463 0.12
H -0.11069 3.41153 -0.11741 0.08
H -1.51964 -2.05688 1.62748 0.11
H -2.13055 -0.43482 1.21011 0.09
H -2.79064 -1.78417 0.30997 0.06
H 0.24647 -2.70219 0.33133 0.06
H 0.41370 -2.33147 -1.49778 0.08
H -0.96195 -3.22737 -0.92710 0.11
H 0.19621 0.56264 1.94756 0.09
H 0.50696 -1.18656 1.64939 0.09
H -1.46047 1.50474 -0.13262 0.12
H -1.33786 -1.04996 -1.33952 0.13
H 0.80133 -0.31243 -0.71442 0.01
H 3.20948 -0.68487 2.01329 -0.14
```

As for the SMILES: CC(C)[NH+](CPCl)C(C)C. The calculation puts the lowest unoccupied orbital energy at -3.26 eV. As for the charge: +1. The HOMO energy comes out at -13.70 eV.



Record 5
Density functional theory data (wB97M-V/def2-TZVPD) for a structure of composition C46H84N9O3RbS2.

Geometry as XYZ:
```
145
Properties=species:S:1:pos:R:3:lowdin_charge:R:1
Rb -1.09680 0.75481 0.52936 0.76
C 5.17836 -3.62273 -1.65610 -0.05
C 4.14887 -4.49736 -0.93067 -0.55
C 3.93901 -5.76033 -1.77681 -0.06
C 4.72171 -4.90566 0.43605 -0.04
C 2.83783 -3.74911 -0.69350 -0.16
C 2.79260 -2.39793 -0.58040 0.03
C 1.57100 -1.69002 -0.34391 -0.18
N 1.46743 -0.36786 -0.26236 0.11
C 2.46620 0.48431 -0.01603 -0.18
C 3.67381 0.14699 0.65945 0.01
C 4.68298 1.04117 0.83594 -0.16
C 4.52731 2.33148 0.24574 0.04
C 3.38270 2.76780 -0.35686 -0.08
C 2.21891 1.88144 -0.38634 -0.29
O 1.08478 2.27357 -0.74861 -0.12
C 3.29727 4.15568 -0.99540 -0.53
C 4.64146 4.88780 -0.95655 -0.07
C 2.27284 5.03875 -0.26765 -0.04
C 2.89203 4.00668 -2.47109 -0.03
C 5.92879 0.64387 1.62913 -0.55
C 5.52659 0.27607 3.06508 -0.05
C 6.59001 -0.57449 0.96695 -0.05
C 6.96156 1.77043 1.69915 -0.07
C 0.29925 -2.42998 -0.32753 -0.29
O -0.79644 -1.83491 -0.24275 -0.15
C 0.38868 -3.89275 -0.39145 -0.08
C 1.61005 -4.47189 -0.54316 0.04
C -0.89020 -4.72492 -0.36935 -0.52
C -0.59917 -6.22829 -0.30271 -0.07
C -1.65316 -4.46558 -1.68027 -0.03
C -1.75535 -4.38341 0.85477 -0.05
H 6.08010 -4.20724 -1.84961 0.09
H 5.47883 -2.75629 -1.06512 0.06
H 4.78693 -3.26748 -2.61162 0.10
H 4.90777 -6.20947 -2.00466 0.08
H 3.44211 -5.52437 -2.72052 0.09
H 3.34980 -6.51723 -1.25746 0.07
H 5.64350 -5.48083 0.31051 0.09
H 4.00798 -5.51942 0.99093 0.09
H 4.94443 -4.02168 1.03734 0.08
H 3.67951 -1.80723 -0.75450 0.10
H 3.74020 -0.83905 1.10258 0.11
H 5.36667 3.00782 0.30090 0.08
H 4.96410 5.09407 0.06726 0.09
H 4.53901 5.84633 -1.46874 0.08
H 5.42662 4.32084 -1.46245 0.09
H 2.51597 5.11551 0.79568 0.09
H 1.27319 4.62738 -0.37637 0.06
H 2.27864 6.04685 -0.69140 0.09
H 3.64599 3.43389 -3.01675 0.09
H 2.80956 4.99180 -2.93830 0.09
H 1.93377 3.49797 -2.56261 0.06
H 4.82211 -0.55723 3.08158 0.08
H 5.05337 1.12553 3.56254 0.09
H 6.40769 -0.01488 3.64346 0.08
H 5.91076 -1.42966 0.94901 0.06
H 7.48744 -0.86985 1.51737 0.09
H 6.87524 -0.34802 -0.06277 0.09
H 6.55022 2.66416 2.17396 0.09
H 7.33122 2.04408 0.70819 0.09
H 7.81712 1.44162 2.29222 0.08
H 1.66122 -5.54943 -0.59627 0.09
H -0.07023 -6.58469 -1.18968 0.08
H -1.54368 -6.77349 -0.24745 0.09
H -0.01068 -6.48371 0.58194 0.09
H -1.05687 -4.81669 -2.52616 0.09
H -1.86156 -3.40712 -1.82641 0.06
H -2.60327 -5.00751 -1.69128 0.09
H -1.20903 -4.61538 1.77414 0.09
H -2.66449 -4.99280 0.83990 0.09
H -2.02640 -3.32941 0.88083 0.05
C -2.29796 4.44612 0.75055 -0.22
C -3.44576 4.04975 1.68194 -0.20
N -3.48986 2.62970 1.98054 -0.07
C -3.59634 2.25486 3.37418 -0.29
C -2.38312 2.63758 4.22571 -0.45
S -0.79999 1.93530 3.68850 0.82
C 0.20659 3.38795 3.27327 -0.46
C -0.43276 4.43135 2.35822 -0.28
N -1.02642 3.88799 1.15995 -0.08
H -2.29236 5.54942 0.69464 0.12
H -2.49659 4.06507 -0.24837 0.08
H -4.37858 4.40947 1.22939 0.12
H -3.36040 4.59602 2.62547 0.10
H -4.13340 2.11293 1.40152 0.09
H -3.72426 1.17314 3.41456 0.08
H -4.46937 2.71488 3.87151 0.12
H -2.57729 2.30527 5.24716 0.07
H -2.27055 3.72067 4.27846 0.06
H 1.08426 2.95482 2.78485 0.07
H 0.55388 3.88063 4.18443 0.07
H 0.34362 5.17982 2.14414 0.11
H -1.20392 4.96964 2.91342 0.10
H -0.37898 3.80604 0.38902 0.07
N -2.54850 2.57368 -1.99248 0.01
C -2.44632 3.50555 -3.11163 -0.28
C -1.13984 3.29290 -3.86567 -0.19
C -1.11011 1.96991 -4.65788 -0.20
C -0.11885 0.93977 -4.12761 -0.27
N -0.39911 0.60743 -2.73024 0.01
H -2.18402 1.65760 -2.24883 0.01
H -3.50281 2.44612 -1.68099 0.05
H -2.48006 4.52954 -2.72366 0.10
H -3.27553 3.41393 -3.82729 0.11
H -0.31640 3.32603 -3.14383 0.09
H -0.99201 4.13770 -4.54116 0.11
H -0.87079 2.16791 -5.70635 0.10
H -2.10973 1.52139 -4.64911 0.10
H 0.90219 1.31853 -4.27275 0.11
H -0.20439 0.03116 -4.72753 0.11
H 0.03204 1.29686 -2.11494 0.01
H 0.03314 -0.27275 -2.47259 0.06
C -5.44370 0.52168 -1.28474 -0.19
N -4.13968 -0.02032 -0.88595 -0.09
C -4.34784 -0.87362 0.29176 -0.20
N -5.31139 -1.95227 0.04434 -0.08
C -6.57675 -1.35390 -0.38060 -0.17
N -6.42314 -0.52446 -1.57993 -0.08
C -5.87309 -1.36759 -2.65015 -0.17
N -4.58949 -1.96268 -2.28123 -0.07
C -3.64741 -0.88081 -1.97778 -0.16
C -4.78742 -2.75787 -1.06629 -0.16
H -5.31520 1.13756 -2.17889 0.12
H -5.83253 1.15071 -0.47848 0.12
H -4.70371 -0.26361 1.12759 0.12
H -3.39465 -1.31890 0.57969 0.09
H -6.96794 -0.73451 0.43033 0.12
H -7.29562 -2.14895 -0.58986 0.12
H -5.73936 -0.75748 -3.54596 0.13
H -6.58698 -2.16368 -2.87177 0.12
H -3.50050 -0.27247 -2.87279 0.12
H -2.68625 -1.29972 -1.67898 0.10
H -3.83353 -3.18101 -0.76161 0.09
H -5.48711 -3.56915 -1.28203 0.13
C -4.02314 -2.77654 3.50660 -0.24
S -2.39655 -2.00563 3.64638 0.83
C -2.56594 -1.44361 5.35436 -0.25
O -2.45576 -0.77615 2.81323 -0.62
H -4.06529 -3.66589 4.13698 0.06
H -4.15707 -3.05245 2.45892 0.03
H -4.79758 -2.06252 3.78847 0.06
H -2.61973 -2.30071 6.02659 0.06
H -3.45599 -0.82106 5.44736 0.06
H -1.67474 -0.85527 5.57351 0.05
```

The calculation puts the lowest unoccupied orbital energy (spin up / spin down) at -0.90 / -0.90 eV. As for the charge: 0. The HOMO energy (spin up / spin down) comes out at -6.45 / -6.45 eV.



Record 6
Density functional theory data (wB97M-V/def2-TZVPD) for a structure of composition C30H27Cl2N3O7Rh.

Geometry as XYZ:
```
70
Properties=species:S:1:pos:R:3:lowdin_charge:R:1
Rh 0.16421 0.11496 -0.25609 1.22
C -1.74215 4.54555 4.91336 -0.10
O -0.78304 3.66432 5.43848 -0.09
C -0.36454 2.62002 4.65549 -0.28
C 0.55423 1.75142 5.27170 -0.04
C 1.03772 0.67763 4.58152 -0.04
C 0.64153 0.36904 3.26721 -0.09
C 1.17996 -0.74368 2.53695 -0.35
C 2.38332 -1.50276 3.05510 0.01
O 0.73968 -1.14884 1.44431 -0.08
C -0.32794 1.23207 2.63368 -0.34
O -0.84127 1.06135 1.48901 -0.12
C -0.77845 2.36727 3.37637 0.05
H -1.97941 5.23969 5.71978 0.09
H -2.65124 4.01147 4.61699 0.09
H -1.34885 5.10518 4.05803 0.10
H 0.85691 1.96078 6.28398 0.10
H 1.73976 0.03872 5.09245 0.09
H 2.58474 -1.35469 4.10738 0.05
H 3.22615 -1.15545 2.45691 0.08
H 2.24451 -2.56305 2.85414 0.09
H -1.48389 3.00361 2.86500 0.11
Cl -2.65666 1.14160 -4.35267 0.58
C -1.49658 2.17899 -3.52857 -1.02
Cl -2.32258 3.57093 -2.82471 0.59
C -0.84143 1.38149 -2.37369 -0.85
O 0.39137 1.35599 -2.33161 -0.01
O -1.61438 0.82489 -1.58287 -0.10
H -0.77883 2.54584 -4.26266 0.06
C -3.24669 -4.39593 1.29286 -0.03
N -2.89477 -3.04967 0.95085 -0.14
C -3.65098 -1.92151 1.11359 -0.06
C -2.90352 -0.88272 0.63906 -0.11
N -1.71561 -1.35953 0.19467 0.02
C -1.73172 -2.65024 0.39319 -0.15
H -4.26665 -4.42275 1.67072 0.09
H -2.57578 -4.78375 2.06193 0.09
H -3.17636 -5.04286 0.41568 0.09
H -4.63122 -1.95748 1.54288 0.11
H -3.12780 0.16268 0.57657 0.11
H -0.94169 -3.33226 0.15532 0.13
C 0.57053 -1.78919 -1.67650 -0.06
C 1.38186 -1.52220 -2.78856 -0.29
C 0.82227 -1.32453 -4.08236 -0.04
C 1.61255 -1.22921 -5.19268 -0.03
C 3.01508 -1.28605 -5.07307 -0.25
C 3.59079 -1.42060 -3.79570 -0.03
C 2.80092 -1.53984 -2.69022 -0.02
C 3.82918 -1.22889 -6.20683 -0.23
N 4.50420 -1.21364 -7.14242 0.13
H 1.03826 -2.27011 -0.82417 0.06
H -0.46572 -2.02210 -1.88762 0.05
H -0.25395 -1.27405 -4.17807 0.11
H 1.17767 -1.13249 -6.17905 0.11
H 4.66859 -1.44219 -3.71212 0.11
H 3.23830 -1.64415 -1.71129 0.10
O 3.34189 -0.29081 0.20652 0.00
C 3.03242 0.85481 -0.13259 -0.60
O 1.91678 1.41302 0.07649 -0.09
C 4.06373 1.70645 -0.84935 -0.12
C 3.85720 3.06428 -1.05413 -0.02
C 4.78828 3.80744 -1.75636 -0.09
C 5.91977 3.20111 -2.27620 -0.11
C 6.12710 1.84566 -2.07634 -0.09
C 5.20702 1.10297 -1.35814 -0.04
H 2.96148 3.52344 -0.66408 0.11
H 4.62198 4.86518 -1.91459 0.10
H 6.63321 3.78310 -2.84728 0.09
H 7.00264 1.36816 -2.49470 0.09
H 5.35355 0.04730 -1.18047 0.11
```

The calculation puts the lowest unoccupied orbital energy (spin up / spin down) at 1.97 / 1.72 eV. As for the charge: -1. The HOMO energy (spin up / spin down) comes out at -4.72 / -4.78 eV.



Calculated calculated total energy, -304.6411 -4428.4829 -793.9649 -1133.4880 -3342.1876 -2881.3255 hartree (same order as the records).
Calculated ΔE to the lowest compared entry with this formula, charge and spin, 122.0 0.1 0.0 0.0 3.0 79.4 kcal per mole (same order as the records).